Entry from OMol25: C6H7ClO in the gas phase in a non-equilibrium geometry (ωB97M-V with the def2-TZVPD basis set).

The geometry in XYZ format:
```
15
Properties=species:S:1:pos:R:3
C 2.485 0.970 -0.205
C 1.066 0.482 -0.165
C 0.711 -0.802 -0.131
C -0.757 -1.184 -0.136
C -1.686 -0.104 0.352
C -2.995 -0.103 0.141
H 3.277 0.190 -0.263
H 2.627 1.814 -0.892
H 2.616 1.394 0.788
H 0.273 1.183 -0.339
H -1.200 0.543 1.104
H -3.476 0.708 0.608
H -3.525 -0.736 -0.605
O -1.198 -2.246 -0.513
Cl 1.781 -2.111 0.255
```

E_tot   -20903.75347 eV
Energy above the lowest of the compared OMol25 structures with the same formula, charge and spin   41.0 kcal/mol
SMILES string   C=CC(=O)/C(Cl)=C/C
Strongest force on any atom   2.06 eV/Å